{
  "formula": "C4H12N2O",
  "method": "wB97M-V/def2-TZVPD",
  "charge": 0,
  "total_energy_ev": -9367.446,
  "spin_multiplicity": 1,
  "homo_energy_ha": -0.283,
  "species": ["C", "C", "C", "N", "C", "N", "H", "H", "H", "H", "H", "H", "H", "H", "H", "H", "H", "H", "O"],
  "positions_angstrom": [[0.035, 1.619, -2.309], [-0.405, 0.749, -1.151], [0.891, 0.117, -0.522], [0.063, 0.108, 2.941], [0.495, -0.766, 2.055], [0.881, -0.635, 0.842], [0.158, 1.021, -3.332], [0.884, 2.402, -1.942], [-0.757, 2.359, -2.678], [-1.209, 0.106, -1.352], [-0.686, 1.575, -0.423], [1.403, -0.498, -1.214], [1.508, 0.988, -0.211], [0.461, 1.015, 3.164], [-0.273, -0.381, 3.726], [0.628, -1.804, 2.461], [-0.705, -2.522, -0.417], [-2.124, -2.677, 0.048], [-1.247, -2.777, 0.314]]
}

---

{
  "formula": "C4H12N2O",
  "method": "wB97M-V/def2-TZVPD",
  "charge": 0,
  "total_energy_ev": -9367.415,
  "spin_multiplicity": 1,
  "homo_energy_ha": -0.293,
  "species": ["C", "C", "C", "C", "N", "N", "O", "H", "H", "H", "H", "H", "H", "H", "H", "H", "H", "H", "H"],
  "positions_angstrom": [[0.658, 0.422, 0.405], [0.332, -0.817, -0.257], [-0.143, -0.198, -1.871], [-0.993, -0.572, 2.402], [-0.072, 1.594, 0.387], [0.911, 0.238, -2.725], [0.323, -0.542, 1.971], [1.729, 0.617, 0.458], [-1.056, 1.460, 0.586], [0.331, 2.370, 0.890], [1.364, 1.075, -2.383], [1.599, -0.486, -2.891], [-0.475, -1.485, 0.022], [1.213, -1.396, -0.511], [-0.927, 0.555, -1.805], [-0.616, -1.091, -2.279], [-1.431, 0.439, 2.541], [-1.075, -1.092, 3.366], [-1.672, -1.092, 1.694]]
}

---

{
  "formula": "C4H12N2O",
  "method": "wB97M-V/def2-TZVPD",
  "charge": 0,
  "total_energy_ev": -9364.873,
  "spin_multiplicity": 1,
  "homo_energy_ha": -0.255,
  "species": ["C", "C", "C", "C", "N", "N", "O", "H", "H", "H", "H", "H", "H", "H", "H", "H", "H", "H", "H"],
  "positions_angstrom": [[-0.200, -0.448, 0.026], [0.005, 0.787, -0.666], [0.005, -0.489, 1.513], [-2.133, 0.306, -0.366], [1.945, 0.789, -0.818], [-0.051, -1.632, -0.636], [2.449, 0.992, 0.549], [2.937, 1.821, 0.474], [2.300, -0.148, -1.027], [0.298, -2.433, -0.132], [-0.076, -1.638, -1.644], [0.007, 1.690, -0.076], [-0.161, 0.848, -1.733], [-0.349, -1.427, 1.947], [1.072, -0.373, 1.723], [-0.505, 0.345, 1.993], [-2.450, 1.274, -0.751], [-2.566, -0.454, -1.018], [-2.528, 0.190, 0.643]]
}

---

{
  "formula": "C4H12N2O",
  "method": "wB97M-V/def2-TZVPD",
  "charge": 1,
  "total_energy_ev": -9359.624,
  "spin_multiplicity": 2,
  "homo_energy_ha": [-0.517, -0.516],
  "species": ["C", "C", "C", "O", "N", "C", "N", "H", "H", "H", "H", "H", "H", "H", "H", "H", "H", "H", "H"],
  "positions_angstrom": [[-0.404, -0.494, -0.224], [-1.186, 0.593, -1.042], [-1.880, -0.205, -2.130], [-0.234, 1.598, -1.533], [0.385, -0.035, 0.924], [1.079, -1.038, 1.698], [2.272, -0.363, 2.239], [0.225, -1.106, -0.887], [-1.183, -1.363, 0.089], [-1.939, 1.365, -0.507], [-1.274, -0.807, -2.819], [-2.389, -0.894, -1.541], [-2.603, 0.298, -2.685], [-0.125, 2.164, -0.796], [-0.307, 0.286, 1.570], [1.483, -1.767, 0.987], [0.649, -1.702, 2.421], [3.081, -0.013, 1.649], [1.999, 0.401, 2.832]]
}

---

{
  "formula": "C4H12N2O2",
  "method": "wB97M-V/def2-TZVPD",
  "charge": 0,
  "total_energy_ev": -11413.164,
  "spin_multiplicity": 1,
  "homo_energy_ha": -0.300,
  "species": ["C", "C", "C", "O", "H", "H", "H", "H", "H", "H", "H", "H", "C", "N", "N", "O", "H", "H", "H", "H"],
  "positions_angstrom": [[1.066, -0.111, -0.385], [0.711, -0.476, -1.819], [1.639, -1.283, 0.386], [1.958, 0.981, -0.417], [2.156, 1.246, 0.494], [-0.103, 0.390, -0.106], [-0.035, -1.274, -1.833], [1.602, -0.813, -2.360], [0.289, 0.387, -2.340], [0.891, -2.071, 0.504], [1.976, -0.980, 1.381], [2.516, -1.699, -0.124], [-2.634, 0.313, 0.436], [-1.383, 1.041, 0.449], [-0.440, 0.548, 1.715], [0.210, 1.435, 2.161], [-1.508, 2.038, 0.608], [-3.311, 0.723, -0.322], [-3.163, 0.335, 1.397], [-2.438, -0.731, 0.175]]
}

---

{
  "formula": "C4H12N2O2",
  "method": "wB97M-V/def2-TZVPD",
  "charge": 0,
  "total_energy_ev": -11417.931,
  "spin_multiplicity": 1,
  "homo_energy_ha": -0.339,
  "species": ["C", "N", "C", "C", "N", "C", "O", "H", "H", "H", "H", "H", "H", "H", "H", "H", "H", "H", "H", "O"],
  "positions_angstrom": [[-2.048, -0.943, 1.715], [-1.521, 0.168, 1.154], [-0.096, 0.408, 1.300], [0.799, -0.559, 0.522], [0.697, -0.336, -0.923], [1.975, -0.115, -1.594], [-1.435, -1.718, 2.417], [-3.134, -1.014, 1.527], [-1.941, 0.556, 0.316], [0.187, 1.418, 0.998], [0.146, 0.302, 2.361], [0.595, -1.599, 0.773], [1.816, -0.309, 0.844], [0.182, -1.067, -1.389], [2.770, -0.742, -1.180], [1.835, -0.293, -2.661], [2.272, 0.937, -1.535], [-0.492, 1.145, -1.198], [-1.242, 2.315, -1.917], [-1.366, 1.446, -1.528]]
}